An isolated ion of composition C4H4BrO2 and charge -1. Source: the Open Molecules 2025 dataset; level of theory: ωB97M-V/def2-TZVPD.

Each line ends with the natural charge from an NBO analysis.
Geometry (Å):
O 2.76064 1.83629 1.59790  -0.7626
C 2.22577 0.76831 1.24365  0.7829
O 2.55372 -0.38167 1.36060  -0.7468
C 0.72953 0.96497 0.56805  -0.1916
Br 0.27104 2.84803 0.79600  -0.0377
C -0.40025 -0.01122 0.66432  -0.4366
C 0.39820 0.19602 -0.65946  -0.4510
H -1.35585 0.30776 0.64524  0.1994
H -0.33813 -1.09298 0.97012  0.2176
H 1.13328 -0.56294 -0.82608  0.2261
H 0.01789 0.63364 -1.67513  0.2004

Orbital gap ... 0.290 hartree
Energy above the lowest of the compared OMol25 structures with the same formula, charge and spin ... 46.24 kJ/mol
LUMO ... 0.130 hartree
Net charge ... -1
DFT total energy ... -78350.5848 eV
Maximum force ... 4.3 eV Å⁻¹
Highest occupied orbital energy ... -4.3 eV

---

C23H24ClF32GaIO4 as an isolated structure. Source: the Open Molecules 2025 dataset; level of theory: ωB97M-V/def2-TZVPD.

Each line ends with the Mulliken charge.
Geometry (Å):
Cl 4.18914 -2.18389 -1.91536  -0.1916
C 4.88848 -0.58683 -1.52585  -0.5961
C 3.85250 0.42955 -1.04696  -0.3862
C 2.98481 1.02342 -2.17988  -0.5843
Ga 1.19547 0.13047 -2.59048  0.0312
I 0.54523 -1.60069 -0.70250  -0.4634
H 5.69440 -0.72896 -0.79323  0.3226
H 5.34312 -0.22189 -2.45685  0.3407
H 4.45365 1.23047 -0.57976  0.2273
H 3.23438 -0.01288 -0.24905  0.2162
H 3.58068 0.98570 -3.10544  0.3211
H 2.76972 2.07164 -1.93423  0.2023
H 1.25755 -0.58483 -4.02533  -0.3166
H 0.08556 1.25925 -2.64253  -0.1014
C -3.09813 -1.64280 0.87807  -0.3746
C -3.24863 -2.73834 1.93382  0.8933
C -4.66375 -3.18372 2.30515  0.0780
F -5.40298 -2.14928 2.76198  -0.2224
F -4.58798 -4.11139 3.28766  -0.2739
F -2.56480 -2.42077 3.05301  -0.2720
F -2.67367 -3.85528 1.39714  -0.3217
O -2.94936 -0.30796 1.31863  -0.0358
C -3.98771 0.49079 1.65842  0.6430
C -3.93755 0.88983 3.13512  0.8969
F -3.84142 -0.18215 3.94485  -0.2440
F -5.07026 1.56514 3.45996  -0.2944
F -5.18623 -0.00687 1.29146  -0.3239
F -3.82780 1.67259 0.98705  -0.2459
H -2.14042 -1.85468 0.40116  -0.1883
H -3.86970 -1.72171 0.10957  0.3217
H -5.15770 -3.63073 1.43877  0.2785
H -3.07279 1.53621 3.26616  -0.2848
C 0.38707 2.85416 1.73567  -0.7593
C -0.42450 3.44052 2.89791  0.9055
C -1.47432 4.50674 2.57456  0.3713
F -0.92673 5.57584 1.96735  -0.2393
F -2.03556 4.92057 3.73802  -0.2997
F 0.39608 3.86718 3.88018  -0.3035
F -1.16235 2.40164 3.41575  -0.3475
O 1.66268 3.41211 1.48843  -0.4048
C 1.84699 4.53516 0.73309  0.8553
C 2.38769 5.71557 1.55898  0.1398
F 1.62979 5.94984 2.64864  -0.2267
F 2.37999 6.82879 0.78648  -0.2698
F 0.74748 4.88384 0.04109  -0.2679
F 2.82793 4.26623 -0.16059  -0.2955
H 0.60525 1.83080 2.04051  0.3609
H -0.21171 2.78461 0.82484  0.3450
H -2.25490 4.08341 1.93626  0.0962
H 3.41083 5.49998 1.87240  0.2441
C 5.14894 -6.30185 2.75702  -0.7266
C 4.75666 -7.72257 2.33701  0.8962
C 5.82183 -8.60327 1.67572  0.0805
F 6.31025 -8.04877 0.55172  -0.2092
F 5.25570 -9.79052 1.35452  -0.2716
F 3.63625 -7.70650 1.59157  -0.2650
F 4.46559 -8.37810 3.50753  -0.3319
O 4.85306 -5.22376 1.90187  -0.3639
C 5.67357 -4.84270 0.87041  0.7668
C 5.03532 -5.05409 -0.50944  0.3476
F 4.58721 -6.32470 -0.64282  -0.2448
F 5.98336 -4.84850 -1.45108  -0.2393
F 6.89019 -5.43076 0.95778  -0.3117
F 5.86659 -3.51094 0.99434  -0.2657
H 4.52713 -6.11139 3.63141  0.3891
H 6.18690 -6.27366 3.09507  0.3251
H 6.64157 -8.78563 2.37605  0.2771
H 4.20800 -4.35782 -0.65230  0.0949
C -4.28400 1.96080 -4.14002  -0.9432
C -3.14769 2.50359 -3.26616  1.1080
C -3.51783 3.09872 -1.90741  0.3116
F -4.39457 4.12296 -2.03418  -0.2612
F -2.40266 3.57492 -1.31372  -0.1874
F -2.39956 3.37658 -3.97646  -0.3142
F -2.38391 1.41907 -2.97421  -0.2450
O -4.83414 2.78975 -5.15207  -0.4117
C -5.82824 3.69035 -4.92329  0.8367
C -5.37550 5.14826 -5.11760  0.1842
F -4.27806 5.42754 -4.39620  -0.1979
F -6.37909 5.96702 -4.71446  -0.2646
F -6.42997 3.51448 -3.73036  -0.2954
F -6.77508 3.48845 -5.88141  -0.3162
H -3.81371 1.15553 -4.70181  0.4554
H -5.06736 1.50817 -3.52997  0.3710
H -3.95352 2.32820 -1.27211  0.0386
H -5.16875 5.32479 -6.17503  0.2284

Orbital gap ... 0.277 hartree
Energy above the lowest of the compared OMol25 structures with the same formula, charge and spin ... 0.00 kJ/mol
LUMO ... 0.079 hartree
Net charge ... -1
DFT total energy ... -192391.8856 eV
Maximum force ... 1.1 eV Å⁻¹
Highest occupied orbital energy ... -5.4 eV

---

C14H21FN4O3PSc as an isolated structure. Source: the Open Molecules 2025 dataset; level of theory: ωB97M-V/def2-TZVPD.

Each line ends with the natural charge from an NBO analysis.
Geometry (Å):
Sc -1.30013 -0.64056 -0.22537  1.9053
C 1.78400 0.68031 -0.53277  -0.2536
N 0.92980 -0.45852 -0.19053  -0.6042
C 1.50337 -1.55114 0.20840  0.1877
C 0.74365 -2.70492 0.54153  -0.0376
C 1.16216 -3.99360 0.88367  -0.2369
C 0.00364 -4.76079 0.99531  -0.3386
C -1.06471 -3.89831 0.70905  0.0057
N -0.63282 -2.66240 0.43613  -0.6011
C 2.49856 0.48984 -1.85135  -0.0597
C 1.79871 0.06072 -2.97815  -0.1515
C 2.44830 -0.09323 -4.19154  -0.2190
C 3.80719 0.17974 -4.29900  -0.2188
C 4.51119 0.60189 -3.18319  -0.2122
C 3.85796 0.75163 -1.96571  -0.2110
H 2.52205 0.85778 0.25624  0.1840
H 1.14650 1.56352 -0.56684  0.2442
H 2.59172 -1.60965 0.29090  0.1812
H 2.18263 -4.31812 1.02186  0.2142
H -0.06949 -5.80671 1.24447  0.2158
H -2.11810 -4.13539 0.69582  0.1986
H 0.74148 -0.16887 -2.90110  0.2236
H 1.89338 -0.43041 -5.05746  0.2150
H 4.31328 0.05702 -5.24790  0.2113
H 5.57142 0.80925 -3.25559  0.2102
H 4.41439 1.07710 -1.09351  0.2034
O -2.81464 0.93160 -0.23946  -1.1274
N -4.12080 2.82525 0.11556  -0.7620
C -3.63495 2.52813 1.49241  -0.5769
P -2.22733 1.24866 1.27912  2.1493
O -2.20630 -0.30660 1.66457  -1.1803
O -0.80652 1.69710 0.87198  -1.1965
C -1.84708 1.62476 3.18990  -0.5932
N -0.58774 0.82667 3.34101  -0.7190
H -3.61514 1.88339 -0.37922  0.4816
H -3.60778 3.60403 -0.28891  0.4015
H -5.11268 3.00342 0.02716  0.3998
H -4.43308 2.05020 2.05916  0.2273
H -3.32605 3.43760 2.00092  0.2144
H -2.57038 1.27408 3.92708  0.1992
H -1.58680 2.66881 3.37375  0.1901
H -0.00783 1.15349 2.54920  0.4663
H -0.86637 -0.13468 3.08957  0.4655
H -0.11476 0.87466 4.23743  0.4017
F -1.75389 -1.08679 -2.05463  -0.6973

Orbital gap ... 0.281 hartree
Energy above the lowest of the compared OMol25 structures with the same formula, charge and spin ... 216.21 kJ/mol
LUMO ... 0.008 hartree
Net charge ... 0
DFT total energy ... -59673.8629 eV
Maximum force ... 1.5 eV Å⁻¹
Highest occupied orbital energy ... -7.4 eV

---

C25H47Cl6NO21 as an isolated structure. Source: the Open Molecules 2025 dataset; level of theory: ωB97M-V/def2-TZVPD.

Each line ends with the Mulliken charge.
Geometry (Å):
C -2.14297 1.20504 2.86808  -2.9501
C -1.33502 0.39947 1.96443  1.6670
N -0.72786 -0.28750 1.30401  -0.3347
H -2.76623 0.53530 3.46061  0.3910
H -2.76175 1.85265 2.24693  0.5996
H -1.51385 1.81175 3.51938  0.6077
C 0.99374 -4.53510 -1.39531  -0.5907
O 0.90291 -4.38772 0.02592  -0.2445
C -0.12949 -3.70755 0.60343  0.5730
O -1.12100 -3.18436 0.06012  -0.1959
O 0.20442 -3.65561 1.91294  -0.3248
C -0.59321 -2.83810 2.74431  -0.1281
H 1.73679 -5.26736 -1.71120  0.2340
H 1.08225 -3.55855 -1.87133  0.3932
H 0.04044 -5.00347 -1.64021  0.3343
H -1.60775 -2.84307 2.34583  0.6402
H -0.25308 -1.80446 2.80773  -0.3920
H -0.38086 -3.26105 3.72620  0.3550
C -0.23911 2.79261 1.56713  -0.8601
O 0.28957 3.27691 0.34396  -0.1209
C -0.52542 3.65452 -0.62820  0.4598
O -1.76418 3.50570 -0.67709  -0.4742
O 0.15083 4.38912 -1.48180  -0.3425
C -0.46076 4.87534 -2.65910  -0.3637
H -1.23978 3.16676 1.78344  0.8606
H 0.41851 2.96249 2.41964  0.2166
H -0.28674 1.71185 1.43371  0.0502
H -1.34075 5.44974 -2.36964  0.3417
H -0.75340 4.08897 -3.35487  -0.5956
H 0.17839 5.48052 -3.30202  0.3843
C -2.26363 -1.69106 0.56246  0.1145
O -3.12348 -1.40824 1.60167  -0.1924
C -4.45567 -1.30825 1.25272  0.6035
O -4.84575 -1.44133 0.09696  -0.5359
O -5.21153 -1.12626 2.42993  -0.3009
C -6.63391 -0.96325 2.28869  -0.7266
H -2.53182 -2.64141 0.10093  0.8445
H -1.24835 -1.94294 0.86886  -0.4455
H -2.27501 -0.96484 -0.25029  -2.2529
H -7.04357 -1.86947 1.84256  0.3193
H -6.97056 -0.12596 1.67735  0.2952
H -6.98648 -0.90490 3.31844  0.2609
C -1.77917 -0.06176 -0.80578  0.3644
O -1.61286 0.35506 -2.17877  -0.3961
C -1.75705 1.64861 -2.56855  0.2688
O -2.24246 2.55213 -1.82504  -0.4677
O -1.41025 1.68097 -3.86438  -0.1006
C -1.65686 2.82417 -4.72438  -0.6569
H -1.43317 -1.08902 -0.69127  0.7149
H -2.77939 -0.10030 -0.37430  1.0775
H -1.16780 0.57190 -0.16329  0.6754
H -1.37090 2.56785 -5.74449  0.3162
H -1.11340 3.65059 -4.26636  0.5703
H -2.73499 2.97185 -4.78698  0.3214
C 3.28900 -0.65010 -2.40230  -0.6932
O 3.27805 0.66420 -1.76659  -0.3650
C 3.34529 0.75557 -0.40570  0.4714
O 3.49983 -0.18672 0.38389  -0.2856
O 3.22662 2.06548 -0.13403  -0.2465
C 3.17458 2.56487 1.18476  -0.2229
H 2.67980 -0.81450 -3.29110  0.4788
H 2.94514 -1.40557 -1.69582  -0.8678
H 4.30955 -1.01785 -2.50874  0.7988
H 3.51579 3.59890 1.13511  0.2787
H 3.84866 2.08182 1.89213  0.3609
H 2.13794 2.50822 1.51683  -0.1906
C -0.60229 0.70473 5.31802  -1.0406
O -0.12775 -0.21426 4.45883  -0.0803
C 1.13143 -0.64577 4.48328  0.4047
O 1.92971 -0.38247 5.32287  -0.5410
O 1.37148 -1.44278 3.41714  -0.2604
C 2.71352 -1.73262 3.06796  -0.9911
H -0.28772 0.51978 6.34512  0.4201
H -1.68474 0.58707 5.26739  0.3697
H -0.32044 1.72419 5.05466  0.3436
H 3.28995 -0.90509 2.65439  0.3814
H 2.90568 -2.54837 2.37102  0.3093
H 3.14752 -2.15719 3.97321  0.6245
C 0.65927 0.93976 -2.14497  1.4898
O 1.19558 0.84607 -3.40611  -0.5151
C 0.70144 0.00788 -4.25776  0.6070
O -0.22580 -0.78168 -4.04581  -0.5963
O 1.45607 -0.07180 -5.38916  -0.4278
C 2.73123 0.51134 -5.56121  -0.6629
H 1.42413 1.13673 -1.39379  -0.5994
H 0.05979 0.14084 -1.70856  -0.6877
H -0.07633 1.74399 -2.15923  -0.1274
H 2.64811 0.75977 -6.61927  0.3545
H 3.58004 -0.14255 -5.36110  0.2213
H 2.79377 1.43251 -4.98187  0.2965
C 0.56201 -0.91784 0.14707  1.2230
Cl 1.13301 -1.70678 -1.41575  -0.1873
Cl 0.36890 0.84429 -0.02420  1.0979
Cl 1.78761 -1.14487 1.48889  0.0687
H -0.37126 -1.38896 0.45553  -1.5124
C 3.41874 -2.65679 0.21935  3.4281
Cl 3.22723 -3.04337 -1.57434  -0.2147
Cl 5.19827 -2.63073 0.65618  -0.1438
Cl 2.58895 -3.89789 1.18673  -0.1703
H 3.01641 -1.66070 0.40381  -3.2605

Orbital gap ... 0.278 hartree
Energy above the lowest of the compared OMol25 structures with the same formula, charge and spin ... 4459.22 kJ/mol
LUMO ... 0.010 hartree
Net charge ... 0
DFT total energy ... -146259.3091 eV
Maximum force ... 16.6 eV Å⁻¹
Highest occupied orbital energy ... -7.3 eV